w.
C24H33FeN6P | ωB97M-V/def2-TZVPD

* charge: +3
* HOMO level (alpha / beta): -0.66071 / -0.65981 hartree
* multiplicity: 6
* HOMO-LUMO gap (alpha / beta): 0.34802 / 0.25255 hartree

Structure (XYZ):
```
65
Properties=species:S:1:pos:R:3:lowdin_charge:R:1
Fe 0.33143 -0.19365 -0.23560 1.08
C -0.90503 4.19415 2.69849 0.03
N -0.08673 3.33111 1.83157 -0.09
C 1.16537 3.64761 1.37904 0.02
C 1.58473 2.60087 0.61674 -0.06
N 0.59976 1.64597 0.60335 -0.02
C -0.41120 2.12105 1.35364 -0.42
P -1.98809 1.26219 1.71587 1.22
C -1.25611 -0.33841 2.20843 -0.43
N -0.32170 -1.02083 1.52752 -0.01
C -0.01577 -2.12708 2.28103 -0.06
C -0.77803 -2.11165 3.40662 0.02
N -1.54960 -0.98476 3.34661 -0.09
C -2.51134 -0.57184 4.38042 0.03
C -2.39817 0.80590 -0.00510 -0.43
N -1.56927 0.22610 -0.88802 -0.01
C -2.27885 0.07962 -2.05413 -0.06
C -3.53222 0.57138 -1.86798 0.02
N -3.59075 1.02380 -0.57860 -0.09
C -4.77085 1.65094 0.03657 0.03
H -0.34062 5.09902 2.90065 0.11
H -1.11361 3.68834 3.63767 0.10
H -1.83086 4.45846 2.19410 0.10
H 1.64951 4.57528 1.63288 0.15
H 2.52232 2.48184 0.10925 0.10
H 0.71234 -2.85474 1.98001 0.10
H -0.83433 -2.80166 4.23141 0.15
H -2.61499 -1.38810 5.08860 0.11
H -3.47878 -0.37080 3.92845 0.10
H -2.14325 0.30888 4.90086 0.11
H -1.86155 -0.36017 -2.93887 0.10
H -4.37432 0.63258 -2.53619 0.15
H -5.58985 1.59413 -0.67364 0.11
H -4.56390 2.69453 0.25997 0.11
H -5.04817 1.11539 0.94064 0.10
C 3.94454 0.31449 -0.33998 -0.01
C 2.72117 -0.35139 -0.90328 -0.20
C 2.07399 0.15135 -2.05608 -0.18
C 2.54347 1.41776 -2.71377 0.01
C 1.03486 -0.60272 -2.67135 -0.18
C 0.49776 -0.10170 -3.98545 -0.01
C 0.62676 -1.83128 -2.10610 -0.19
C -0.42254 -2.70239 -2.73768 0.00
C 1.28700 -2.34376 -0.94771 -0.20
C 0.91189 -3.73192 -0.50719 -0.01
C 2.32416 -1.60129 -0.34063 -0.20
C 3.12517 -2.11513 0.82572 0.00
H 4.81330 -0.27178 -0.65823 0.13
H 3.95810 0.33387 0.74726 0.10
H 4.11006 1.31825 -0.71329 0.08
H 3.37356 1.17862 -3.38621 0.14
H 2.91407 2.15313 -2.00862 0.07
H 1.77060 1.89218 -3.30910 0.09
H -0.01833 0.85365 -3.87851 0.10
H -0.16859 -0.80013 -4.47515 0.08
H 1.33202 0.06768 -4.66793 0.12
H 0.04671 -3.61475 -3.11272 0.12
H -0.93233 -2.24314 -3.57392 0.07
H -1.17384 -3.01363 -2.01154 0.10
H 1.06254 -4.41812 -1.34227 0.12
H -0.14178 -3.80091 -0.23352 0.10
H 1.50612 -4.10836 0.31470 0.08
H 3.03928 -1.45283 1.68948 0.11
H 4.18173 -2.14646 0.55450 0.12
H 2.85099 -3.11476 1.13628 0.08
```

***

x.
C24H33FeN6P | ωB97M-V/def2-TZVPD

* charge: +3
* HOMO level (alpha / beta): -0.66050 / -0.65962 hartree
* multiplicity: 6
* HOMO-LUMO gap (alpha / beta): 0.34795 / 0.25227 hartree

Structure (XYZ):
```
65
Properties=species:S:1:pos:R:3:lowdin_charge:R:1
Fe 0.39218 -0.08111 -0.23198 1.09
C -1.03184 4.21732 2.75166 0.02
N -0.16404 3.41458 1.87699 -0.09
C 1.06467 3.80839 1.42113 0.01
C 1.53518 2.79499 0.64782 -0.06
N 0.61108 1.78026 0.62507 -0.01
C -0.42180 2.19155 1.38667 -0.42
P -1.97289 1.27688 1.72445 1.22
C -1.19241 -0.29637 2.19436 -0.43
N -0.25569 -0.96371 1.50609 -0.01
C 0.05854 -2.07850 2.24652 -0.06
C -0.69164 -2.07479 3.38018 0.02
N -1.47322 -0.95378 3.33226 -0.09
C -2.43123 -0.55743 4.37584 0.02
C -2.35040 0.84328 -0.00504 -0.43
N -1.51955 0.26351 -0.88906 -0.01
C -2.23348 0.10376 -2.05294 -0.06
C -3.49221 0.58229 -1.86207 0.02
N -3.54996 1.04383 -0.57566 -0.09
C -4.73753 1.65628 0.04069 0.02
H -0.52685 5.15454 2.96347 0.11
H -1.20973 3.69329 3.68740 0.10
H -1.97428 4.42941 2.25287 0.10
H 1.49895 4.76040 1.67713 0.15
H 2.47142 2.76245 0.12573 0.10
H 0.78845 -2.79973 1.93175 0.09
H -0.73048 -2.76986 4.20242 0.15
H -2.50727 -1.36848 5.09295 0.11
H -3.41064 -0.38165 3.93864 0.10
H -2.08127 0.33593 4.88812 0.11
H -1.81541 -0.34040 -2.93552 0.10
H -4.33535 0.63715 -2.53057 0.15
H -5.55591 1.59889 -0.66985 0.11
H -4.54365 2.70089 0.27216 0.10
H -5.01428 1.11451 0.94137 0.10
C 3.93895 0.24363 -0.35083 0.01
C 2.70432 -0.42395 -0.89029 -0.21
C 2.05446 0.09504 -2.03753 -0.20
C 2.53065 1.38233 -2.65257 0.01
C 1.05097 -0.66584 -2.69348 -0.18
C 0.57843 -0.18380 -4.03718 0.00
C 0.60654 -1.88128 -2.12181 -0.18
C -0.45332 -2.72192 -2.77459 -0.01
C 1.23611 -2.38980 -0.95057 -0.18
C 0.80705 -3.74872 -0.47385 -0.01
C 2.30634 -1.67891 -0.35356 -0.19
C 3.12685 -2.25267 0.77215 0.00
H 4.80126 -0.12459 -0.91595 0.14
H 4.11471 0.01932 0.69663 0.09
H 3.93275 1.31761 -0.46971 0.07
H 3.40535 1.18023 -3.27904 0.13
H 2.83767 2.11559 -1.91404 0.07
H 1.77872 1.84012 -3.28622 0.09
H 0.05917 0.77425 -3.97851 0.10
H -0.06277 -0.89690 -4.54427 0.09
H 1.44863 -0.03377 -4.67912 0.12
H 0.00553 -3.62416 -3.18967 0.13
H -0.96698 -2.22728 -3.58963 0.07
H -1.20583 -3.05372 -2.06120 0.10
H 1.04422 -4.48189 -1.24978 0.12
H -0.26810 -3.80441 -0.30918 0.10
H 1.29875 -4.08263 0.43135 0.07
H 3.02091 -1.67216 1.69012 0.11
H 4.18148 -2.22957 0.49710 0.11
H 2.88970 -3.28875 0.98419 0.08
```

***

Which structure is the most stable? The one labeled w.

***

w.
CH4N2O2S | ωB97M-V/def2-TZVPD

* charge: 0
* HOMO level: -0.32262 hartree
* multiplicity: 1
* HOMO-LUMO gap: 0.32974 hartree

Structure (XYZ):
```
10
Properties=species:S:1:pos:R:3:lowdin_charge:R:1
C 0.41353 0.06061 -0.35839 -0.32
N 1.07469 1.24946 -0.20227 0.06
N 1.06355 -1.05755 -0.09443 0.02
O -2.71183 0.92735 0.55525 -0.46
O -2.63662 -1.50651 0.25251 -0.48
S -2.27593 -0.16931 -0.23677 0.78
H 2.05781 1.47143 -0.15541 0.09
H 0.55093 2.08912 -0.25174 0.07
H 2.01813 -1.15543 0.41351 0.14
H 0.44574 -1.90917 0.07773 0.11
```

***

x.
CH4N2O2S | ωB97M-V/def2-TZVPD

* charge: 0
* HOMO level: -0.33736 hartree
* multiplicity: 1
* HOMO-LUMO gap: 0.33572 hartree

Structure (XYZ):
```
10
Properties=species:S:1:pos:R:3:lowdin_charge:R:1
C -0.42116 0.50383 -0.21005 -0.90
H 2.07286 -0.27833 0.33086 0.25
H 0.94011 1.95568 0.07319 0.19
H 0.37107 -1.54925 -0.62303 0.23
H -2.20635 -0.90283 0.56227 0.04
N 0.72956 1.14870 -0.72666 -0.10
N -0.48824 -0.87589 -0.19609 -0.12
O 1.99101 0.51819 -0.59614 -0.19
O -1.46220 -1.63507 0.61465 -0.12
S -1.52667 1.11498 0.77101 0.73
```

***

y.
CH4N2O2S | ωB97M-V/def2-TZVPD

* charge: 0
* HOMO level: -0.32832 hartree
* multiplicity: 1
* HOMO-LUMO gap: 0.34721 hartree

Structure (XYZ):
```
10
Properties=species:S:1:pos:R:3:lowdin_charge:R:1
C -0.13507 0.13048 0.12555 -0.86
H 2.28330 0.55792 0.99807 0.14
H 0.15708 1.59959 1.53371 0.13
H 1.28122 0.15013 -1.27721 0.14
H -0.67256 -1.73141 -1.28382 0.05
N 0.54754 1.12762 0.73756 -0.09
N 0.66640 -0.50646 -0.80247 -0.07
O 1.89085 1.34576 0.53409 -0.02
O 0.10566 -1.35431 -1.75126 -0.05
S -1.66927 -0.35243 0.59173 0.61
```

***

z.
CH4N2O2S | ωB97M-V/def2-TZVPD

* charge: 0
* HOMO level: -0.36134 hartree
* multiplicity: 1
* HOMO-LUMO gap: 0.37185 hartree

Structure (XYZ):
```
10
Properties=species:S:1:pos:R:3:lowdin_charge:R:1
C -0.31584 0.40160 -0.50619 -0.24
N 0.42009 -0.01547 0.55975 0.07
N -1.33472 -0.34418 -1.07647 -0.06
O -1.94660 2.03973 -1.91000 -0.51
O -0.93839 0.58078 -3.63878 -0.50
S -2.09384 0.84971 -2.73799 0.82
H -0.33925 1.40059 -0.84343 0.08
H 1.19567 0.60036 0.90892 0.12
H 0.10851 -0.76324 1.28923 0.16
H -1.31527 -1.27810 -0.69094 0.06
```

***

Which structure is the most stable? The one labeled z.

***

w.
C4H11NSi | ωB97M-V/def2-TZVPD

* charge: 0
* HOMO level: -0.30508 hartree
* multiplicity: 1
* HOMO-LUMO gap: 0.30305 hartree

Structure (XYZ):
```
17
Properties=species:S:1:pos:R:3:lowdin_charge:R:1
C 1.09692 3.57392 -0.21331 -0.17
C -1.55432 0.30793 -0.22512 -0.18
C -0.02786 -1.99022 -1.35839 -0.26
C 0.07270 -1.80970 1.72738 -0.21
N 1.62738 2.44107 -0.33138 -0.02
Si -0.28362 -0.83768 0.06624 0.66
H 1.49963 4.41193 -0.49646 -0.02
H -0.05794 3.66183 0.07152 0.10
H -1.69726 0.49331 -1.26744 -0.03
H -1.98210 0.86682 0.51881 -0.07
H 1.01343 1.53539 0.00371 0.03
H -1.02831 -2.49663 -1.38887 0.04
H -0.05776 -1.44782 -2.31715 0.03
H 0.78887 -2.79078 -1.16510 0.06
H 0.08153 -1.06032 2.54792 0.02
H -0.52833 -2.65461 2.09709 0.03
H 1.03703 -2.20444 1.73053 -0.02
```

***

x.
C4H11NSi | ωB97M-V/def2-TZVPD

* charge: 0
* HOMO level: -0.26961 hartree
* multiplicity: 1
* HOMO-LUMO gap: 0.29178 hartree

Structure (XYZ):
```
17
Properties=species:S:1:pos:R:3:lowdin_charge:R:1
C -1.14215 2.70607 1.48968 -0.08
C -0.14351 1.84871 1.32588 -0.31
C 0.45244 -1.92136 -2.02804 -0.24
C -0.04582 -0.51999 -1.86889 -0.18
N 1.08147 -0.75102 1.46557 -0.13
Si -0.33864 0.04171 0.91654 0.66
H -0.97514 3.74840 1.72083 0.05
H -2.17882 2.41242 1.39570 0.04
H 0.86961 2.21957 1.41426 0.05
H -0.17988 -2.62937 -1.49429 0.05
H 0.45036 -2.21459 -3.08453 0.06
H 1.47155 -2.01563 -1.65985 0.05
H -1.05995 -0.36065 -2.21038 0.01
H 0.63442 0.25216 -2.19366 0.01
H 1.26823 -1.69244 1.16326 0.01
H 1.46814 -0.58281 2.38072 0.02
H -1.63230 -0.54120 1.26719 -0.07
```

***

Which structure is the most stable? The one labeled x.